1.
Below is C28H23Cl2N5O in the gas phase, with properties calculated with the ωB97M-V functional and the def2-TZVPD basis.

The geometry in ORCA input format:
```
! wB97M-V def2-TZVPD RIJCOSX def2/J DEFGRID3
* xyz 0 1
C 0.51 4.09 -0.50
C 1.26 2.82 -0.64
N 2.57 2.80 -0.81
N 2.93 1.53 -0.96
C 4.32 1.20 -1.14
C 4.80 0.16 -0.16
C 4.69 0.38 1.22
Cl 4.04 1.86 1.80
C 5.10 -0.58 2.14
C 5.64 -1.77 1.70
C 5.78 -2.01 0.34
C 5.36 -1.05 -0.57
Cl 5.55 -1.40 -2.25
C 1.87 0.69 -0.90
C 1.97 -0.78 -1.08
C 0.76 1.49 -0.68
N -0.56 1.03 -0.56
C -1.49 1.46 0.33
O -1.35 2.39 1.10
C -2.74 0.67 0.25
C -4.02 1.16 0.15
N -4.86 0.10 0.05
C -6.25 0.09 -0.08
C -6.91 -1.13 -0.15
C -8.28 -1.18 -0.28
C -9.01 0.00 -0.34
C -8.36 1.22 -0.27
C -6.99 1.27 -0.14
N -4.19 -1.05 0.09
C -2.91 -0.75 0.22
C -1.88 -1.77 0.37
C -2.02 -3.00 -0.28
C -1.06 -3.98 -0.14
C 0.05 -3.75 0.66
C 0.19 -2.54 1.33
C -0.77 -1.56 1.18
H 1.22 4.91 -0.42
H -0.13 4.25 -1.36
H -0.12 4.06 0.39
H 4.48 0.84 -2.16
H 4.86 2.13 -1.00
H 5.00 -0.37 3.19
H 5.96 -2.51 2.41
H 6.20 -2.93 -0.02
H 2.63 -1.02 -1.91
H 2.37 -1.26 -0.18
H 0.99 -1.21 -1.28
H -0.76 0.17 -1.05
H -4.35 2.18 0.13
H -6.32 -2.04 -0.10
H -8.78 -2.13 -0.34
H -10.09 -0.04 -0.44
H -8.93 2.14 -0.32
H -6.50 2.23 -0.09
H -2.90 -3.16 -0.90
H -1.17 -4.92 -0.65
H 0.80 -4.52 0.77
H 1.04 -2.37 1.97
H -0.67 -0.62 1.72
*
```

Properties
**Structure (SMILES)**: Cc1nn(Cc2c(Cl)cccc2Cl)c(C)c1NC(=O)c1cn(-c2ccccc2)nc1-c1ccccc1
**Total energy**: -63953.096 eV
**HOMO level**: -8.14 eV

2.
Below is 2 unconnected molecules or ions with the total composition C2H8OP2, with properties calculated with the ωB97M-V functional and the def2-TZVPD basis.

The geometry in ORCA input format:
```
! wB97M-V def2-TZVPD RIJCOSX def2/J DEFGRID3
* xyz 0 1
C -1.36 -0.19 -2.40
C -0.19 -0.74 1.68
O 0.72 -1.33 2.57
P 2.22 1.11 1.59
P 0.41 0.54 0.70
H -1.28 0.34 -1.55
H -2.17 -0.21 -3.07
H -1.02 -1.08 -1.90
H -0.91 -0.26 2.40
H -0.73 -1.45 1.00
H 1.51 -1.60 2.09
H 2.28 2.11 0.58
H -0.62 0.03 -3.15
*
```

Properties
**Relative energy (zero: lowest compared OMol25 entry of this formula, charge and spin)**: 109.9 kJ/mol
**Total energy**: -22826.096 eV
**HOMO level**: -9.27 eV

3.
Below is C18H17NO4 in the gas phase, with properties calculated with the ωB97M-V functional and the def2-TZVPD basis.

The geometry in ORCA input format:
```
! wB97M-V def2-TZVPD RIJCOSX def2/J DEFGRID3
* xyz 0 1
C 0.52 4.49 4.92
O -0.49 4.23 3.93
C -0.38 3.15 3.13
C -1.39 2.97 2.14
C -1.29 1.90 1.28
C -0.22 0.97 1.33
C -0.15 -0.15 0.41
C -1.08 -0.45 -0.58
C -0.88 -1.49 -1.58
C -1.01 -0.92 -3.37
C -2.08 -0.07 -4.06
N 0.22 -0.12 -3.59
O 1.36 -0.65 -3.56
O 0.05 1.12 -3.78
C 0.18 -2.44 -1.14
C 0.43 -3.66 -1.81
C 1.51 -4.46 -1.44
C 2.37 -4.11 -0.40
C 2.20 -2.87 0.25
C 1.13 -2.08 -0.14
O 1.00 -0.89 0.57
C 0.74 1.16 2.36
C 0.67 2.22 3.25
H 0.19 5.43 5.39
H 0.56 3.69 5.68
H 1.52 4.63 4.48
H -2.22 3.67 2.10
H -2.06 1.73 0.52
H -1.87 0.29 -0.79
H -1.81 -1.98 -1.94
H -0.91 -1.92 -3.89
H -2.99 -0.65 -4.22
H -2.31 0.72 -3.36
H -1.96 0.38 -5.05
H -0.26 -3.96 -2.62
H 1.67 -5.41 -1.94
H 3.20 -4.72 -0.09
H 2.86 -2.51 1.07
H 1.56 0.45 2.50
H 1.42 2.33 4.04
*
```

Properties
**Relative energy (zero: lowest compared OMol25 entry of this formula, charge and spin)**: 637.6 kJ/mol
**Structure (SMILES)**: COc1ccc(C2=C[C@@H]([C@@H](C)[N+](=O)[O-])c3ccccc3O2)cc1
**Total energy**: -28616.475 eV
**HOMO level**: -7.78 eV

4.
Below is a molecular structure, C27H30N3OPd, with properties calculated with the ωB97M-V functional and the def2-TZVPD basis.

The geometry in ORCA input format:
```
! wB97M-V def2-TZVPD RIJCOSX def2/J DEFGRID3
* xyz 1 5
Pd -0.85 -0.91 0.03
C 1.75 -2.54 -1.63
C 2.32 -2.48 -0.37
C 1.59 -2.88 0.75
C 0.28 -3.32 0.61
C -0.32 -3.32 -0.66
C 0.44 -2.96 -1.78
H 2.34 -2.27 -2.49
H 3.35 -2.16 -0.25
H 2.05 -2.89 1.73
H -0.25 -3.73 1.46
H -1.31 -3.74 -0.79
H 0.00 -3.05 -2.77
O -1.97 -1.97 1.47
C -2.22 -1.67 2.67
C -2.32 -2.72 3.63
C -2.55 -2.47 4.96
C -2.71 -1.15 5.40
C -2.66 -0.11 4.50
C -2.42 -0.31 3.14
C -2.45 0.77 2.19
N -2.35 0.67 0.86
C -2.51 1.91 0.35
C -2.70 2.80 1.36
N -2.67 2.08 2.51
H -2.20 -3.73 3.26
H -2.61 -3.29 5.66
H -2.90 -0.96 6.44
H -2.82 0.89 4.88
H -2.51 2.08 -0.71
H -2.85 3.86 1.34
H -2.78 2.46 3.44
C -0.66 2.03 -3.63
C 0.27 0.86 -4.00
C -0.51 -0.46 -3.97
C 1.47 0.88 -3.09
C 2.72 1.16 -3.58
C 3.79 1.42 -2.73
C 3.57 1.51 -1.36
C 2.35 1.24 -0.80
C 2.06 1.66 0.62
C 1.02 2.79 0.55
C 1.62 0.56 1.59
C 1.28 0.73 -1.66
N 0.22 0.20 -1.18
H -1.48 2.09 -4.34
H -0.11 2.97 -3.65
H -1.07 1.88 -2.63
H 0.62 1.01 -5.02
H -0.89 -0.66 -2.96
H 0.13 -1.28 -4.28
H -1.35 -0.40 -4.65
H 2.87 1.23 -4.65
H 4.77 1.64 -3.13
H 4.37 1.85 -0.72
H 2.99 2.08 1.01
H 0.07 2.40 0.18
H 1.35 3.57 -0.13
H 0.86 3.24 1.53
H 0.67 0.09 1.26
H 1.47 1.00 2.58
H 2.38 -0.21 1.66
*
```

Properties
**Relative energy (zero: lowest compared OMol25 entry of this formula, charge and spin)**: 4.1 kJ/mol
**Total energy**: -38475.333 eV
**<S²>**: 6.112
**HOMO level (spin up / spin down)**: -10.37 / -11.53 eV

5.
Below is C4H3N in the gas phase, with properties calculated with the ωB97M-V functional and the def2-TZVPD basis.

The geometry in ORCA input format:
```
! wB97M-V def2-TZVPD RIJCOSX def2/J DEFGRID3
* xyz 0 1
C -1.22 -0.30 0.10
C -0.86 0.87 -0.02
C 0.47 1.47 0.12
C 1.14 0.36 0.01
N 0.96 -0.77 0.26
H -2.02 -1.01 0.14
H 0.77 2.51 0.39
H 0.84 -1.72 -0.22
*
```

Properties
**Relative energy (zero: lowest compared OMol25 entry of this formula, charge and spin)**: 455.4 kJ/mol
**Structure (SMILES)**: C#CC=C=N
**Total energy**: -5679.788 eV
**HOMO level**: -8.39 eV

6.
Below is 2 unconnected molecules or ions with the total composition C4H7NO, with properties calculated with the ωB97M-V functional and the def2-TZVPD basis.

The geometry in ORCA input format:
```
! wB97M-V def2-TZVPD RIJCOSX def2/J DEFGRID3
* xyz 0 1
C 0.95 1.01 0.51
C 0.73 -0.43 0.12
O 1.60 -1.14 -0.33
C -0.64 -1.08 0.39
C -1.77 -0.16 0.56
N -2.65 0.57 0.70
H 1.74 1.43 -0.12
H 0.04 1.61 0.44
H 1.30 1.03 1.55
H -0.54 -1.68 1.30
H -0.85 -1.77 -0.43
H -0.23 0.47 -2.19
H 0.35 0.01 -2.28
*
```

Properties
**Relative energy (zero: lowest compared OMol25 entry of this formula, charge and spin)**: 187.9 kJ/mol
**Structure (SMILES)**: CC(=O)CC#N.[H][H]
**Total energy**: -7797.697 eV
**HOMO level**: -10.39 eV

7.
Below is 2 unconnected molecules or ions with the total composition C3H7O3, with properties calculated with the ωB97M-V functional and the def2-TZVPD basis.

The geometry in ORCA input format:
```
! wB97M-V def2-TZVPD RIJCOSX def2/J DEFGRID3
* xyz -1 1
O -0.93 0.10 3.72
H -0.78 1.03 4.02
H -1.23 0.19 2.79
O -1.50 -0.05 0.26
O -1.74 -1.32 -1.49
C -1.11 -0.46 -0.84
C 1.48 -0.20 -0.89
C 0.10 0.19 -1.45
H 1.69 -1.27 -0.73
H 1.57 0.33 0.08
H 2.23 0.21 -1.59
H 0.06 -0.05 -2.53
H 0.14 1.29 -1.36
*
```

Properties
**Relative energy (zero: lowest compared OMol25 entry of this formula, charge and spin)**: 67.7 kJ/mol
**Total energy**: -9368.457 eV
**HOMO level**: -3.72 eV

8.
Below is a molecular structure, C47H45KN3O5P, with properties calculated with the ωB97M-V functional and the def2-TZVPD basis.

The geometry in ORCA input format:
```
! wB97M-V def2-TZVPD RIJCOSX def2/J DEFGRID3
* xyz -2 1
K -0.45 0.33 1.58
C -0.60 2.84 4.58
C -0.19 1.54 4.83
C 1.16 1.22 4.79
C 2.10 2.20 4.51
C 1.69 3.51 4.27
C 0.34 3.83 4.31
H -1.66 3.08 4.56
H -0.92 0.76 5.02
H 1.47 0.20 4.95
H 3.14 1.94 4.43
H 2.42 4.27 4.03
H 0.01 4.84 4.09
C -5.46 0.26 -4.39
C -4.36 1.10 -4.47
C -3.54 1.29 -3.36
C -3.81 0.64 -2.16
C -4.92 -0.20 -2.10
C -5.74 -0.39 -3.20
P -2.82 0.84 -0.60
C -1.26 1.51 -1.32
C -0.84 2.82 -1.14
C 0.38 3.25 -1.65
C 1.19 2.37 -2.36
C 0.79 1.06 -2.53
C -0.43 0.63 -2.01
C -3.55 2.30 0.19
C -4.60 3.05 -0.33
C -5.05 4.16 0.37
C -4.41 4.50 1.56
C -3.34 3.73 2.03
C -2.86 2.57 1.40
H -6.09 0.11 -5.26
H -4.13 1.61 -5.40
H -2.69 1.96 -3.43
H -5.13 -0.72 -1.17
H -6.60 -1.05 -3.12
H -1.45 3.50 -0.56
H 0.70 4.27 -1.48
H 2.15 2.71 -2.74
H 1.43 0.35 -3.04
H -0.72 -0.41 -2.12
H -5.07 2.77 -1.27
H -5.87 4.75 0.00
H -4.74 5.38 2.11
H -2.88 4.07 2.96
C 5.83 -0.96 -6.05
C 5.48 -1.64 -4.75
C 5.65 -3.01 -4.62
C 5.29 -3.66 -3.45
C 4.81 -2.92 -2.38
C 4.67 -1.53 -2.47
N 4.18 -0.87 -1.34
C 4.68 0.28 -0.77
C 5.99 0.72 -1.03
C 6.48 1.86 -0.42
C 5.70 2.58 0.47
C 4.42 2.12 0.76
C 3.90 0.98 0.17
C 2.49 0.53 0.60
O 2.07 -0.57 0.16
O 1.88 1.29 1.37
C 4.95 -0.89 -3.69
C 4.60 0.55 -3.90
H 6.32 -1.66 -6.72
H 6.50 -0.11 -5.89
H 4.94 -0.57 -6.55
H 6.06 -3.57 -5.46
H 5.39 -4.73 -3.36
H 4.56 -3.40 -1.44
H 3.29 -1.15 -0.90
H 6.61 0.15 -1.71
H 7.49 2.18 -0.65
H 6.08 3.47 0.95
H 3.78 2.63 1.46
H 5.46 1.22 -3.81
H 3.87 0.89 -3.16
H 4.17 0.70 -4.89
C -5.02 -4.21 1.19
C -4.17 -3.04 1.67
C -3.02 -3.37 2.66
C -2.21 -4.59 2.19
C -0.96 -4.85 3.01
C -3.60 -3.70 4.02
O -4.43 -4.58 4.21
N -3.12 -2.95 5.05
C -2.19 -1.88 4.97
O -1.91 -1.36 6.05
N -1.69 -1.51 3.78
C -2.06 -2.16 2.67
O -1.60 -1.85 1.57
H -5.80 -3.84 0.53
H -5.48 -4.75 2.02
H -4.43 -4.92 0.61
H -4.81 -2.29 2.14
H -3.69 -2.55 0.83
H -1.93 -4.40 1.15
H -2.86 -5.47 2.21
H -0.25 -4.03 2.93
H -0.45 -5.76 2.66
H -1.19 -4.99 4.07
H -3.49 -3.14 5.97
*
```

Properties
**Relative energy (zero: lowest compared OMol25 entry of this formula, charge and spin)**: 31.6 kJ/mol
**Total energy**: -89796.507 eV
**HOMO level**: -1.75 eV